[1]
Entry from the Open Molecules 2025 dataset: the molecule C5H13NOS at a distorted geometry (the ωB97M-V functional and the def2-TZVPD basis).

Geometry (Å):
C: 0.83 -0.41 -2.41
C: 0.41 -1.01 -1.07
N: 0.91 -0.14 0.04
C: 0.10 0.28 1.19
C: -0.87 -0.73 1.84
O: -1.62 -1.56 0.95
C: -0.70 1.54 0.80
S: 0.26 2.88 0.06
H: 0.13 -0.31 -3.23
H: 1.13 0.64 -2.23
H: 1.77 -0.83 -2.79
H: -0.65 -1.21 -1.11
H: 1.03 -1.89 -0.97
H: 1.63 -0.74 0.38
H: 0.78 0.64 1.97
H: -1.50 -0.10 2.49
H: -0.42 -1.40 2.55
H: -1.61 -1.03 0.18
H: -1.56 1.38 0.15
H: -1.27 1.85 1.67
H: 1.25 2.16 -0.47

Calculated values
- Relative energy (zero: lowest compared OMol25 entry of this formula, charge and spin): 47.61 kcal per mole
- Spin multiplicity: 1
- M: 135.23 g/mol
- HOMO: -0.3266 Ha
- F_max: 1.9 eV Å⁻¹
- SMILES: CCN[C@H](CO)CS
- HOMO-LUMO gap: 9.70 eV
- LUMO level: 0.8 eV

[2]
Entry from the Open Molecules 2025 dataset: C8H46O19 as an isolated structure at a distorted geometry (the ωB97M-V functional and the def2-TZVPD basis).

Geometry (Å):
O: -1.28 -2.13 2.91
H: -0.37 -1.95 2.66
H: -1.67 -1.27 3.04
O: 3.40 -1.81 -0.05
H: 3.32 -0.87 0.08
H: 3.55 -2.16 0.83
O: 1.55 -1.12 -3.39
H: 1.24 -1.55 -2.59
H: 1.23 -0.22 -3.32
O: -1.68 -3.42 1.04
H: -1.45 -2.95 1.84
H: -0.92 -3.29 0.46
O: 2.83 -2.46 -2.03
H: 3.07 -2.38 -1.11
H: 3.48 -1.95 -2.50
O: 0.44 1.63 3.39
H: -0.02 1.86 2.59
H: -0.20 1.14 3.91
O: -3.27 -2.04 0.13
H: -2.97 -1.84 -0.76
H: -2.55 -2.54 0.52
O: -2.41 -1.99 -1.92
H: -1.89 -2.78 -2.02
H: -2.28 -1.51 -2.74
O: -3.29 0.11 0.57
H: -3.32 -0.83 0.39
H: -4.04 0.47 0.10
O: 0.71 -1.55 2.67
H: 1.57 -1.91 2.89
H: 0.88 -0.63 2.46
O: 1.36 -4.24 0.01
H: 1.14 -4.17 -0.92
H: 0.89 -3.51 0.42
C: 0.45 3.66 -0.61
C: -0.32 3.11 -1.84
O: -0.68 1.76 -1.62
O: 0.90 4.94 -0.83
H: 1.27 2.99 -0.39
H: -0.24 3.55 0.23
H: 0.34 3.26 -2.69
H: -1.18 3.75 -2.05
H: -1.57 1.68 -1.26
H: 0.21 5.61 -0.80
C: -2.39 2.29 0.32
C: -1.51 1.99 1.60
O: -0.13 2.04 1.36
O: -2.21 1.32 -0.62
H: -2.04 3.24 -0.09
H: -3.43 2.46 0.60
H: -1.74 1.06 2.11
H: -1.89 2.77 2.26
H: 0.02 2.98 1.27
H: -2.77 0.62 -0.28
C: -0.43 -0.49 0.13
C: 0.28 -1.70 -0.45
O: 0.33 -2.69 0.67
O: 0.45 0.26 1.06
H: -1.32 -0.70 0.73
H: -0.71 0.18 -0.68
H: 1.34 -1.49 -0.61
H: -0.37 -2.09 -1.23
H: 0.82 -2.16 1.31
H: 0.07 1.14 1.05
C: 2.30 0.79 -1.64
C: 2.57 1.17 -0.18
O: 2.64 0.02 0.53
O: 0.94 0.48 -1.86
H: 2.98 -0.02 -1.91
H: 2.47 1.65 -2.28
H: 1.83 1.81 0.30
H: 3.52 1.69 -0.12
H: 1.74 -0.31 0.59
H: 0.41 1.25 -1.62

Calculated values
- Relative energy (zero: lowest compared OMol25 entry of this formula, charge and spin): 641.56 kcal per mole
- Spin multiplicity: 1
- M: 446.44 g/mol
- HOMO: -0.3147 Ha
- F_max: 15.1 eV Å⁻¹
- HOMO-LUMO gap: 8.00 eV
- LUMO level: -0.6 eV

[3]
Entry from the Open Molecules 2025 dataset: C25H29N5O5S as an isolated structure (the ωB97M-V functional and the def2-TZVPD basis).

Geometry (Å):
C: -5.00 4.29 -1.06
H: -4.04 4.82 -1.09
O: -4.98 3.21 -0.16
C: -4.09 2.21 -0.36
C: -4.11 1.17 0.57
C: -3.24 0.11 0.46
C: -2.32 0.05 -0.58
C: -2.32 1.07 -1.52
C: -3.19 2.14 -1.42
H: -3.15 2.92 -2.17
H: -1.63 1.03 -2.35
C: -1.37 -1.12 -0.74
N: -0.03 -0.65 -1.13
C: 0.50 0.46 -0.55
O: 0.03 0.93 0.49
C: 1.60 1.15 -1.20
C: 2.27 2.24 -0.62
N: 2.13 2.68 0.64
H: 2.61 3.53 0.88
H: 1.33 2.33 1.16
C: 3.18 2.81 -1.56
N: 3.18 2.24 -2.75
S: 2.15 1.00 -2.84
C: 4.02 3.98 -1.27
O: 3.98 4.56 -0.19
N: 4.82 4.35 -2.29
H: 4.79 3.84 -3.15
H: 5.42 5.15 -2.18
C: 0.71 -1.55 -2.00
C: 0.64 -2.96 -1.50
C: 0.04 -4.07 -2.00
C: 0.29 -5.11 -1.07
C: 1.02 -4.55 -0.08
O: 1.24 -3.24 -0.33
H: 1.43 -4.95 0.83
H: -0.03 -6.13 -1.14
H: -0.52 -4.15 -2.91
H: 0.31 -1.51 -3.02
H: 1.75 -1.24 -2.01
H: -1.72 -1.73 -1.58
C: -1.34 -2.05 0.49
O: -1.79 -3.17 0.44
N: -0.76 -1.49 1.56
H: -0.48 -0.52 1.49
C: -0.56 -2.19 2.81
C: 0.93 -2.15 3.19
C: 1.16 -2.87 4.51
C: 0.32 -2.25 5.61
C: -1.16 -2.28 5.24
C: -1.40 -1.56 3.92
H: -1.13 -0.50 4.02
H: -2.46 -1.61 3.65
H: -1.49 -3.32 5.15
H: -1.76 -1.81 6.03
H: 0.63 -1.21 5.76
H: 0.48 -2.78 6.55
H: 0.88 -3.93 4.39
H: 2.22 -2.83 4.77
H: 1.52 -2.60 2.39
H: 1.24 -1.10 3.28
H: -0.87 -3.22 2.64
H: -3.28 -0.68 1.19
H: -4.82 1.23 1.38
H: -5.78 4.97 -0.70
H: -5.26 3.96 -2.07

Calculated values
- Relative energy (zero: lowest compared OMol25 entry of this formula, charge and spin): 14.30 kcal per mole
- Spin multiplicity: 1
- M: 511.60 g/mol
- HOMO: -0.3019 Ha
- F_max: 1.0 eV Å⁻¹
- HOMO-LUMO gap: 7.89 eV
- LUMO level: -0.3 eV

[4]
Entry from the Open Molecules 2025 dataset: C18H45F6N3O6PSr as an isolated structure at a distorted geometry (the ωB97M-V functional and the def2-TZVPD basis).

Geometry (Å):
Sr: 0.87 0.13 -3.12
P: -2.44 -2.65 -0.90
F: -2.01 -4.08 -1.32
F: -4.05 -2.89 -1.36
F: -2.55 -3.08 0.76
F: -2.88 -1.08 -0.62
F: -0.87 -2.28 -0.70
F: -2.13 -2.27 -2.48
C: -1.67 1.93 11.04
O: -1.16 2.03 9.73
C: -0.59 0.76 9.28
C: -0.14 0.92 7.81
N: -1.34 1.06 7.02
C: -2.14 -0.16 6.86
C: -3.40 -0.08 5.96
O: -4.52 0.32 6.79
C: -5.66 0.25 6.01
H: -1.16 2.54 11.79
H: -1.67 0.97 11.56
H: -2.76 2.05 11.03
H: -1.30 -0.05 9.46
H: 0.34 0.37 9.71
H: 0.36 0.02 7.46
H: 0.55 1.73 7.58
H: -1.95 1.74 7.46
H: -2.41 -0.47 7.87
H: -1.49 -0.94 6.47
H: -3.49 -1.04 5.45
H: -3.39 0.58 5.10
H: -5.75 -0.79 5.71
H: -5.70 0.96 5.18
H: -6.46 0.25 6.75
C: 3.05 0.03 0.34
O: 3.41 0.20 -0.97
C: 4.80 -0.16 -1.14
C: 5.48 0.31 -2.51
N: 4.48 0.16 -3.58
C: 4.77 -0.94 -4.60
C: 4.73 -2.34 -3.99
O: 3.49 -2.49 -3.29
C: 3.47 -3.67 -2.53
H: 3.16 -0.97 0.77
H: 2.06 0.42 0.55
H: 3.62 0.68 1.01
H: 4.69 -1.24 -1.20
H: 5.36 0.10 -0.24
H: 6.50 -0.01 -2.71
H: 5.61 1.40 -2.48
H: 4.37 1.03 -4.08
H: 5.72 -0.80 -5.11
H: 3.98 -0.97 -5.35
H: 5.52 -2.41 -3.24
H: 4.85 -3.03 -4.83
H: 2.49 -3.87 -2.11
H: 4.31 -3.63 -1.83
H: 3.69 -4.55 -3.13
C: -0.97 3.28 -1.83
O: -1.03 2.54 -3.03
C: -1.87 3.21 -3.93
C: -2.38 2.25 -5.03
N: -1.25 1.52 -5.67
C: -1.73 0.64 -6.66
C: -0.49 0.13 -7.25
O: 0.05 -0.66 -6.13
C: -0.43 -2.06 -6.31
H: -0.02 3.13 -1.32
H: -1.77 3.05 -1.12
H: -0.91 4.35 -2.04
H: -1.45 3.95 -4.63
H: -2.81 3.58 -3.52
H: -3.03 2.82 -5.70
H: -3.03 1.60 -4.45
H: -0.60 2.21 -6.00
H: -2.35 1.00 -7.48
H: -2.32 -0.14 -6.18
H: 0.15 0.99 -7.49
H: -0.52 -0.38 -8.21
H: 0.06 -2.78 -5.65
H: -0.44 -2.25 -7.38
H: -1.49 -1.98 -6.07

Calculated values
- Total charge: +1
- Relative energy (zero: lowest compared OMol25 entry of this formula, charge and spin): 43.07 kcal per mole
- Spin multiplicity: 1
- M: 632.15 g/mol
- HOMO: -0.3463 Ha
- F_max: 3.9 eV Å⁻¹
- HOMO-LUMO gap: 4.94 eV
- LUMO level: -4.5 eV

[5]
Entry from the Open Molecules 2025 dataset: a 8-piece molecular cluster, H16O8 overall at a distorted geometry (the ωB97M-V functional and the def2-TZVPD basis).

Geometry (Å):
O: -0.01 0.90 3.69
H: 0.83 1.08 4.18
H: 0.22 0.75 2.81
O: -0.16 0.35 0.99
H: 0.51 0.84 0.51
H: -1.04 0.56 0.63
O: -2.84 0.15 -0.06
H: -3.56 0.46 -0.66
H: -3.04 -0.78 0.19
O: 1.94 1.75 0.14
H: 2.68 1.38 0.61
H: 2.31 2.18 -0.66
O: 2.10 -1.41 -0.28
H: 2.11 -2.00 0.51
H: 2.95 -1.03 -0.19
O: 0.86 1.15 -2.35
H: 0.09 0.57 -2.43
H: 1.13 0.93 -1.45
O: -0.67 -2.45 0.55
H: -0.28 -1.57 0.53
H: -0.94 -2.60 -0.34
O: -1.32 -0.42 -2.37
H: -2.06 -0.41 -2.99
H: -1.78 -0.38 -1.56

Calculated values
- Relative energy (zero: lowest compared OMol25 entry of this formula, charge and spin): 49.82 kcal per mole
- Spin multiplicity: 1
- M: 144.12 g/mol
- HOMO: -0.3882 Ha
- F_max: 3.5 eV Å⁻¹
- SMILES: O.O.O.O.O.O.O.O
- HOMO-LUMO gap: 10.58 eV
- LUMO level: 0.0 eV

[6]
Entry from the Open Molecules 2025 dataset: C26H29BFeO5S2 as an isolated structure at a distorted geometry (the ωB97M-V functional and the def2-TZVPD basis).

Geometry (Å):
C: 5.89 4.95 -1.00
C: 4.80 4.09 -0.45
C: 4.51 3.78 0.87
C: 3.32 2.97 1.02
C: 2.71 2.75 -0.19
B: 1.31 1.99 -0.64
C: 0.07 3.02 -0.47
C: -0.49 3.49 0.69
C: -1.60 4.38 0.45
C: -1.87 4.54 -0.90
C: -2.90 5.42 -1.50
S: -0.77 3.60 -1.86
O: 1.50 1.54 -1.99
C: 1.77 0.16 -1.84
C: 1.27 -0.59 -3.07
C: 3.27 -0.07 -1.67
C: 0.96 -0.17 -0.49
C: -0.55 -0.13 -0.83
C: 1.57 -1.37 0.25
O: 1.19 0.95 0.33
S: 3.63 3.38 -1.53
H: 6.54 5.29 -0.20
H: 6.47 4.39 -1.74
H: 5.44 5.82 -1.50
H: 5.13 4.12 1.70
H: 2.94 2.61 1.99
H: -0.13 3.24 1.68
H: -2.18 4.85 1.22
H: -3.55 5.79 -0.71
H: -2.43 6.27 -2.00
H: -3.50 4.87 -2.23
H: 1.38 -1.66 -2.91
H: 0.23 -0.35 -3.27
H: 1.87 -0.30 -3.95
H: 3.49 -1.15 -1.61
H: 3.81 0.34 -2.53
H: 3.66 0.42 -0.77
H: -0.91 -1.10 -1.18
H: -1.14 0.23 0.02
H: -0.71 0.61 -1.64
H: 1.36 -2.30 -0.30
H: 2.66 -1.24 0.34
H: 1.21 -1.48 1.27
O: -5.13 -7.66 2.24
C: -4.53 -6.67 2.24
Fe: -3.52 -5.43 1.53
C: -2.38 -6.59 0.75
O: -1.90 -7.29 -0.05
C: -4.50 -5.27 0.11
O: -5.01 -5.47 -0.92
C: -1.26 -2.18 1.32
C: -2.58 -1.70 1.26
C: -3.76 -2.40 1.53
C: -3.94 -3.50 2.41
C: -2.90 -4.19 3.07
C: -1.68 -4.44 2.40
C: -1.00 -3.57 1.48
H: -0.46 -1.48 1.13
H: -2.67 -0.67 0.88
H: -4.68 -1.95 1.12
H: -4.94 -3.58 2.86
H: -3.08 -4.56 4.08
H: -1.07 -5.24 2.89
H: -0.24 -4.07 0.84

Calculated values
- Total charge: +2
- Relative energy (zero: lowest compared OMol25 entry of this formula, charge and spin): 1.70 kcal per mole
- Spin multiplicity: 5
- M: 552.30 g/mol
- HOMO (alpha / beta): -0.5028 / -0.5052 Ha
- F_max: 6.0 eV Å⁻¹
- HOMO-LUMO gap (alpha / beta): 6.94 / 4.70 eV
- LUMO level (alpha / beta): -6.7 / -9.0 eV

[7]
Entry from the Open Molecules 2025 dataset: C39H34ClMgN3SSi2 as an isolated structure at a distorted geometry (the ωB97M-V functional and the def2-TZVPD basis).

Geometry (Å):
C: -1.39 -0.59 0.70
C: -2.10 -0.31 -0.48
C: -1.75 -1.30 -1.44
H: -2.87 0.46 -0.62
C: -0.73 -2.13 -0.86
C: -0.54 -1.70 0.47
H: 0.06 -2.22 1.22
H: -1.55 -0.12 1.66
H: -2.31 -1.53 -2.35
H: -0.33 -3.04 -1.30
Mg: 0.32 -0.27 -2.10
Si: 3.65 2.57 -4.50
C: 1.93 3.30 -4.40
C: 1.61 4.41 -5.20
H: 2.38 4.89 -5.79
C: 0.28 4.83 -5.30
H: 0.01 5.65 -5.97
C: -0.72 4.17 -4.57
H: -1.77 4.43 -4.72
C: -0.37 3.14 -3.68
H: -1.15 2.69 -3.04
C: 0.93 2.65 -3.66
H: 1.19 1.74 -3.11
C: -0.21 -1.28 -3.95
C: -1.50 -1.04 -4.57
H: -2.01 -0.06 -4.46
C: -2.27 -2.16 -4.94
H: -3.25 -2.00 -5.39
C: -1.78 -3.45 -4.73
H: -2.37 -4.31 -5.06
C: -0.56 -3.68 -4.08
H: -0.17 -4.70 -3.95
C: 0.19 -2.62 -3.61
H: 1.09 -2.80 -3.01
H: 3.49 1.17 -5.02
Si: 0.51 -0.53 -5.40
C: 0.72 -1.87 -6.72
C: -0.13 -1.91 -7.84
H: -0.96 -1.20 -7.93
C: 0.07 -2.83 -8.88
H: -0.58 -2.80 -9.76
C: 1.11 -3.76 -8.80
H: 1.29 -4.46 -9.62
C: 1.93 -3.78 -7.67
H: 2.73 -4.52 -7.59
C: 1.75 -2.83 -6.65
H: 2.43 -2.83 -5.79
C: 0.18 0.99 -6.48
C: -1.08 1.54 -6.79
H: -1.97 1.18 -6.26
C: -1.21 2.53 -7.78
H: -2.20 2.91 -8.04
C: -0.09 3.04 -8.43
H: -0.18 3.86 -9.14
C: 1.17 2.49 -8.15
H: 2.05 2.83 -8.71
C: 1.30 1.52 -7.16
H: 2.30 1.16 -6.90
H: 4.46 3.36 -5.35
Cl: 4.47 2.44 -2.63
N: 2.44 0.63 2.44
C: 1.50 1.47 3.03
C: 1.35 1.87 4.35
C: 0.15 2.54 4.69
C: -0.83 2.78 3.71
C: -0.66 2.37 2.39
C: 0.53 1.71 2.03
N: 0.90 1.05 0.88
C: 2.04 0.39 1.15
C: 2.72 -0.55 0.28
C: 3.84 -1.28 0.63
S: 4.29 -2.36 -0.65
C: 2.97 -1.78 -1.60
N: 2.21 -0.83 -1.01
H: 3.26 0.24 2.89
H: 2.14 1.69 5.08
H: -0.02 2.87 5.72
H: -1.75 3.29 4.00
H: -1.40 2.50 1.61
H: 4.37 -1.20 1.57
H: 2.85 -2.10 -2.63

Calculated values
- Relative energy (zero: lowest compared OMol25 entry of this formula, charge and spin): 27.58 kcal per mole
- Spin multiplicity: 1
- M: 692.72 g/mol
- HOMO (alpha / beta): -0.1903 / -0.1943 Ha
- F_max: 4.0 eV Å⁻¹
- HOMO-LUMO gap (alpha / beta): 4.64 / 4.76 eV
- LUMO level (alpha / beta): -0.5 / -0.5 eV